# 1
67
Properties=species:S:1:pos:R:3:mulliken_charge:R:1 method="wB97M-V/def2-TZVPD" spin_multiplicity=1 relative_energy_ev=11.494 e_tot_ha=-2155.08989 charge=-1 homo_energy_ev=-7.40 lumo_energy_ev=1.4
O 3.179 1.946 0.349 -0.868
C 2.240 1.093 0.088 0.426
O 1.095 1.090 0.664 -0.637
B 0.384 -0.125 0.189 1.387
O 1.473 -0.834 -0.660 -0.408
C 2.458 -0.081 -0.689 0.585
O 3.559 -0.407 -1.147 -0.573
O -0.756 0.163 -0.724 0.079
C -1.753 -0.346 -0.177 0.734
O -2.871 -0.235 -0.634 -0.931
C -1.416 -1.000 1.100 0.210
O -0.214 -0.884 1.258 -0.504
O -2.101 -1.711 1.686 -0.517
O -0.165 1.035 -3.732 -0.834
H -0.275 0.155 -3.198 0.383
H 0.219 1.764 -3.107 0.447
O 3.098 1.915 3.317 -0.560
H 2.980 2.782 2.801 0.299
H 3.029 2.223 4.183 0.247
O -3.363 -2.780 -2.940 -0.606
H -3.320 -3.628 -3.044 0.210
H -3.432 -2.190 -2.187 0.435
O -5.292 -2.505 2.514 -0.587
H -4.923 -2.875 3.362 0.286
H -4.694 -2.799 2.003 0.238
O -4.653 0.279 2.298 -0.608
H -3.914 0.088 2.912 0.284
H -5.302 -0.452 2.372 0.304
O 0.973 3.901 1.231 -0.662
H 1.210 3.124 0.668 0.283
H 1.659 4.304 1.532 0.279
O -4.463 0.878 -2.579 -0.706
H -4.112 1.258 -3.477 0.324
H -3.739 0.478 -2.132 0.496
O -3.471 2.705 0.794 -0.603
H -3.683 2.912 1.609 0.284
H -3.689 1.789 0.557 0.263
O -0.245 2.608 -2.248 -0.603
H -0.702 3.156 -1.644 0.404
H -0.626 1.867 -1.818 0.145
O 4.789 -2.657 1.049 -0.661
H 4.405 -2.108 1.765 0.319
H 4.220 -2.394 0.322 0.344
O 4.642 4.284 0.317 -0.675
H 4.290 3.311 0.424 0.562
H 4.180 4.592 -0.453 0.285
O 4.159 -0.387 -2.991 -0.768
H 3.744 0.437 -3.365 0.377
H 4.353 -0.134 -2.118 0.202
O 6.378 0.854 -1.223 -0.625
H 5.786 1.343 -1.922 0.315
H 6.435 1.249 -0.279 0.313
O 0.162 0.975 3.882 -0.600
H 0.763 1.440 3.310 0.397
H 0.336 1.061 4.932 0.258
O -1.424 -3.365 3.718 -0.603
H -1.813 -2.781 3.092 0.426
H -1.988 -4.025 3.266 0.296
O -4.438 -3.139 0.440 -0.637
H -3.877 -2.539 0.915 0.374
H -4.161 -4.015 0.473 0.285
O -0.922 -1.568 -2.538 -0.553
H -0.522 -2.330 -2.299 0.245
H -1.928 -1.741 -2.550 0.249
O 2.803 -2.754 -2.999 -0.643
H 3.022 -1.758 -2.815 0.377
H 2.216 -2.518 -3.712 0.318

# 2
56
Properties=species:S:1:pos:R:3:mulliken_charge:R:1 method="wB97M-V/def2-TZVPD" spin_multiplicity=1 relative_energy_ev=5.930 e_tot_ha=-1336.77393 homo_energy_ev=-9.22 lumo_energy_ev=0.0
C -1.205 1.622 -0.249 -0.834
C 0.178 1.069 -0.255 0.480
N 0.558 0.185 0.739 0.392
C -0.553 -0.246 1.641 0.421
C 0.100 -1.268 2.641 -0.456
N 1.143 -0.679 3.401 -0.508
O 0.971 1.521 -1.038 -0.697
H -1.840 1.091 -0.918 -0.179
H -1.670 1.608 0.719 0.189
H -1.201 2.695 -0.532 0.455
H 1.330 -0.436 0.508 0.326
H -0.898 0.664 2.233 -0.318
H -1.170 -0.720 0.919 0.023
H -0.678 -1.674 3.327 0.351
H 0.424 -2.228 2.259 -0.005
H 1.879 -0.224 2.940 0.182
H 0.862 -0.175 4.247 0.242
H 3.352 3.298 -0.057 0.268
H 2.827 1.827 0.186 0.465
O 3.532 2.576 0.503 -0.731
H -2.975 -2.328 0.597 0.396
H -3.972 -2.511 1.792 0.288
O -2.968 -2.407 1.643 -0.642
H 3.243 -0.310 -1.584 0.132
H 3.882 -0.167 -0.139 0.327
O 3.007 0.039 -0.605 -0.420
H -0.172 3.368 1.958 0.360
H 0.396 4.712 2.653 0.270
O 0.000 3.872 2.800 -0.638
H -2.219 2.478 3.237 0.271
H -3.675 2.994 2.665 0.270
O -2.788 2.683 2.529 -0.555
H 0.796 -3.324 1.413 0.326
H -0.268 -4.294 0.713 0.318
O 0.638 -3.991 0.609 -0.727
H -3.132 -1.007 -0.683 0.419
H -3.904 -1.669 -1.879 0.304
O -3.841 -1.623 -0.897 -0.731
H -1.306 -0.053 -3.025 0.302
H -1.258 -1.170 -4.046 0.241
O -1.298 -0.978 -3.141 -0.607
H 4.377 -2.365 1.037 0.294
H 4.300 -2.623 -0.475 0.302
O 4.585 -1.990 0.193 -0.614
H 4.052 -1.568 -3.217 0.305
H 2.497 -1.264 -3.176 0.330
O 3.389 -1.066 -3.648 -0.680
H 0.117 1.784 -3.108 0.318
H -0.732 2.138 -4.500 0.265
O -0.615 2.223 -3.576 -0.619
H -4.025 2.624 -0.772 0.296
H -2.861 2.207 -1.847 0.422
O -3.652 1.947 -1.360 -0.645
H 0.366 -1.855 -2.301 0.308
H 0.958 -2.813 -1.161 0.263
O 1.115 -2.200 -1.915 -0.517

# 3
53
Properties=species:S:1:pos:R:3:mulliken_charge:R:1 method="wB97M-V/def2-TZVPD" spin_multiplicity=1 relative_energy_ev=3.796 e_tot_ha=-1131.40545 charge=+1 homo_energy_ev=-13.55 lumo_energy_ev=-2.5
C -0.879 -0.330 1.748 -1.789
C -1.449 1.128 1.605 2.706
C -2.686 1.145 0.722 -0.962
C -1.431 1.883 2.938 -1.334
N 0.568 -0.396 1.821 0.434
H -1.482 -0.800 2.529 0.250
H -1.293 -0.852 0.901 0.675
H -0.590 1.436 1.000 -1.232
H -3.574 1.013 1.343 0.431
H -2.851 2.023 0.099 0.409
H -2.554 0.350 -0.003 -0.227
H -0.798 2.759 2.846 0.362
H -1.092 1.227 3.735 0.348
H -2.397 2.338 3.160 0.378
H 0.966 0.093 2.620 0.465
H 0.885 -1.358 1.730 0.357
H 0.994 -0.001 0.920 0.051
H 3.637 0.804 3.515 0.316
H 2.823 0.474 4.803 0.302
O 2.783 0.904 3.945 -0.635
H 3.446 -1.625 -3.387 0.267
H 2.192 -2.557 -3.145 0.294
O 2.880 -2.030 -2.728 -0.581
H 1.193 -4.136 -1.272 0.324
H -0.075 -3.294 -0.783 0.254
O 0.401 -3.662 -1.536 -0.631
H -2.844 0.223 -1.779 0.303
H -4.412 0.494 -2.048 0.303
O -3.507 0.643 -2.320 -0.608
H 1.036 2.355 0.448 0.177
H 2.487 1.763 0.030 0.349
O 1.713 1.692 0.602 -0.679
H -0.391 0.152 -3.213 0.255
H -0.067 0.529 -1.715 0.214
O 0.311 0.294 -2.567 -0.497
H 2.288 -0.672 -0.985 0.300
H 1.351 -1.744 -0.885 0.227
O 1.836 -1.162 -0.275 -0.552
H 1.716 -3.413 2.903 0.290
H 0.227 -3.773 3.292 0.292
O 0.816 -3.084 2.974 -0.633
H -0.953 1.750 -5.353 0.261
H -2.282 1.697 -4.530 0.274
O -1.325 1.601 -4.479 -0.519
H -2.043 -3.632 0.921 0.296
H -0.834 -3.291 1.694 0.264
O -1.191 -3.190 0.808 -0.566
H -0.365 2.510 -2.616 0.324
H -0.847 3.577 -1.545 0.244
O -0.330 2.781 -1.689 -0.521
H 3.165 1.973 -2.805 0.288
H 1.953 1.797 -2.022 0.304
O 2.873 1.594 -1.969 -0.621

# 4
55
Properties=species:S:1:pos:R:3:mulliken_charge:R:1 method="wB97M-V/def2-TZVPD" spin_multiplicity=1 relative_energy_ev=1.497 e_tot_ha=-1927.69766 charge=+1 homo_energy_ev=-10.74 lumo_energy_ev=-2.3
N -1.884 -0.463 0.821 0.090
C -0.695 0.412 0.870 -0.129
C 0.518 -0.249 0.277 -0.495
S 0.550 0.124 -1.525 -0.083
S 1.585 -1.235 -2.580 -0.095
C 3.295 -1.235 -1.946 0.019
C 4.001 0.058 -2.335 -0.938
H -2.691 -0.085 0.137 0.326
H -1.399 -1.434 0.689 0.110
H -2.284 -0.411 1.707 0.396
H -0.449 0.353 2.019 0.053
H -0.833 1.507 0.480 0.018
H 0.621 -1.359 0.424 0.405
H 1.533 0.057 0.721 0.410
H 3.269 -1.350 -0.858 -0.209
H 3.565 -2.173 -2.463 0.419
H 3.695 1.046 -1.738 0.212
H 4.059 0.463 -3.415 0.273
H 5.092 -0.199 -2.144 0.333
H 0.372 3.291 1.784 0.213
H 0.821 4.196 2.674 0.397
O 1.068 3.943 1.815 -0.711
H -3.083 -1.400 -2.377 0.331
H -4.289 -1.743 -1.547 0.269
O -3.684 -0.984 -1.674 -0.615
H 3.646 2.726 2.373 0.291
H 2.146 2.751 2.185 0.427
O 2.909 2.096 2.212 -0.641
H 3.933 -3.843 1.247 0.251
H 4.064 -2.402 0.864 0.298
O 3.444 -3.109 0.904 -0.553
H -2.109 4.128 -0.205 0.370
H -0.682 4.630 0.343 0.349
O -1.573 4.160 0.597 -0.705
H -3.045 3.500 -2.408 0.278
H -3.788 3.210 -1.129 0.310
O -2.951 3.254 -1.483 -0.642
H -0.798 -3.494 -0.012 0.429
H -1.453 -2.673 -1.059 0.317
O -1.618 -3.055 -0.198 -0.688
H -1.581 2.906 1.801 0.308
H -0.958 2.798 3.290 0.267
O -1.354 2.335 2.519 -0.607
H 1.586 -3.516 -0.066 0.276
H 1.198 -4.647 -1.027 0.242
O 0.891 -3.882 -0.561 -0.531
H 1.815 -0.345 4.478 0.287
H 1.184 -0.160 3.071 0.298
O 1.614 -0.705 3.615 -0.589
H -4.499 0.607 -0.234 0.317
H -3.538 0.811 -1.480 0.472
O -3.662 1.080 -0.471 -0.791
H -2.221 -3.313 -3.697 0.302
H -2.544 -3.775 -2.306 0.288
O -2.808 -3.202 -2.978 -0.628